DFT (the ωB97M-V functional and the def2-TZVPD basis) results for a molecular structure, C36H31N14O2P2STi at a distorted geometry.

- E: -4237.9439 hartree
- HOMO (spin up / spin down): -8.04 / -8.19 eV
- Multiplicity: 2
- Frontier orbital gap (spin up / spin down): 0.2817 / 0.2907 hartree
- ΔE to the lowest compared entry with this formula, charge and spin: 123.7 kJ/mol

Last column: Löwdin charge in e.
Positions of all 87 atoms, in Å:
Ti -0.89947 -0.86669 -0.27272  0.821
S -2.95587 -2.21379 -1.04242  0.650
P 2.07823 -0.70369 -0.88382  0.978
P 0.32873 1.52381 -0.85462  0.979
O -3.42517 -3.28549 -1.86462  -0.246
O -2.21377 -1.16739 -1.79192  -0.381
N -2.46777 1.45671 -0.82552  -0.074
N -3.32147 2.29271 -0.36892  -0.033
N -7.42317 0.11511 2.06328  0.114
N -0.07797 -1.54889 3.57128  -0.038
N -2.11477 0.61201 0.15198  -0.178
N -1.95227 -2.67989 0.13428  -0.160
N -0.08427 -2.73309 -1.17552  -0.002
N -0.75537 -0.83469 1.67308  -0.110
N -3.57097 2.06791 0.91468  0.071
N -2.63597 0.45541 2.45868  0.196
N 1.97513 1.00121 -0.89412  -0.397
N -1.14027 -0.80319 3.84078  0.061
N 0.15093 -1.58669 2.31548  -0.035
N -0.85617 -4.72409 -0.14682  0.177
C -5.53527 -1.36119 1.91328  -0.022
C -0.93947 -3.42769 -0.39202  -0.510
C 0.10233 -5.39729 -0.76402  -0.091
C -0.14567 2.82471 3.53988  -0.081
C 0.24653 2.12821 0.87848  -0.353
C 3.54483 -2.32959 2.54858  -0.071
C 2.81363 -2.08249 1.40098  -0.132
C 0.72843 1.80161 3.21128  -0.082
C 3.13903 -1.00729 0.58158  -0.403
C -4.50447 -1.90849 1.17778  -0.066
C 0.75013 5.72161 -2.68292  -0.081
C -6.12137 0.03731 0.03668  -0.022
C 0.92253 1.44821 1.88758  -0.107
C -1.55747 -0.36329 2.66458  -0.415
C -0.33817 4.93331 -3.01572  -0.075
C -5.08937 -0.51009 -0.69492  -0.065
C -0.46127 3.65851 -2.48942  -0.092
C 1.59183 3.97611 -1.27052  -0.097
C 1.71713 5.24061 -1.81172  -0.077
C -6.35787 -0.37319 1.35538  -0.318
C 5.22593 -1.49169 -4.16992  -0.083
C 0.82683 -3.43569 -1.85122  -0.115
C 0.95973 -4.80139 -1.68172  -0.020
C -0.79957 3.52041 2.53718  -0.078
C -2.80317 1.03311 1.23088  -0.431
C 4.22633 -0.19689 0.89568  -0.096
C 5.27143 -2.19489 -2.97662  -0.076
C 4.23953 -0.54109 -4.37792  -0.081
C 3.35933 -0.97219 -2.17542  -0.353
C 4.62183 -1.51759 2.86278  -0.078
C 4.34093 -1.94419 -1.98752  -0.093
C 0.50633 3.17531 -1.61932  -0.355
C -0.60317 3.17941 1.21128  -0.107
C 4.96543 -0.45819 2.03438  -0.080
C 3.30403 -0.28769 -3.38982  -0.098
C -4.27667 -1.47299 -0.12022  -0.301
H 6.03863 -2.93889 -2.81802  0.106
H 1.69663 -5.36799 -2.22482  0.105
H -1.12847 3.71541 0.43188  0.101
H -3.86597 -2.67299 1.59368  0.115
H 4.38553 -2.48719 -1.05322  0.105
H 4.49023 0.62801 0.24658  0.107
H 1.59933 0.63771 1.64188  0.070
H 5.19823 -1.71099 3.75518  0.102
H 1.24793 1.26371 3.98808  0.106
H 5.81493 0.16441 2.27848  0.102
H -4.89627 -0.19259 -1.70832  0.123
H -3.09387 0.84931 3.26618  0.160
H 3.25823 -3.13749 3.20458  0.108
H -0.31347 3.07781 4.57648  0.104
H 1.96203 -2.70119 1.15128  0.075
H -1.09347 5.31481 -3.68632  0.105
H 1.44893 -2.87619 -2.54422  0.103
H -5.72157 -1.70409 2.92208  0.115
H -7.40217 -0.01589 3.06188  0.096
H 0.15593 -6.45109 -0.52532  0.115
H -1.30997 3.03631 -2.73152  0.094
H 4.20253 -0.00129 -5.31412  0.106
H 5.95523 -1.69179 -4.93852  0.103
H 2.53313 0.45291 -3.56802  0.101
H -1.47397 4.32581 2.78188  0.105
H -7.82057 0.98451 1.74868  0.097
H 2.33033 3.62271 -0.56262  0.108
H -6.76617 0.77321 -0.41702  0.116
H 2.56173 5.86251 -1.54832  0.105
H 0.84483 6.71711 -3.08972  0.103
H 2.65263 1.54251 -1.41862  0.055

Forces on atoms 1 to 6 (eV/Å):
2.1 0.2 -1.7
-1.5 -1.2 0.4
1.5 1.1 0.7
1.5 0.7 0.7
-0.1 0.0 -0.2
-0.5 0.2 -0.3

***

DFT (the ωB97M-V functional and the def2-TZVPD basis) results for C7H11NO in the gas phase at a distorted geometry.

- SMILES: C#C[C@@](C)(O)C(=C)NC
- E: -403.2045 hartree
- HOMO: -8.33 eV
- Multiplicity: 1
- Frontier orbital gap: 0.3402 hartree
- ΔE to the lowest compared entry with this formula, charge and spin: 339.9 kJ/mol

Last column: Löwdin charge in e.
Positions of all 20 atoms, in Å:
O -1.13404 -1.80240 0.59689  -0.007
N 0.39651 1.42200 -0.12571  -0.081
C 2.15330 -1.56488 0.21515  0.139
C -0.74827 0.52960 0.01553  -0.285
C 1.05282 -1.13568 -0.04213  -0.067
C -0.77077 -1.29145 -1.72127  -0.009
C -0.41346 -0.93911 -0.28048  -0.543
C 1.20929 1.94277 0.96506  -0.116
C -1.90077 0.95218 0.54963  0.082
H 3.08373 -2.07020 0.35397  0.032
H 1.40407 3.00662 0.80433  0.069
H -1.84106 -1.14614 -1.90521  0.094
H 0.94433 1.24154 -0.96519  0.111
H -2.71385 0.25854 0.74533  0.067
H -0.54725 -2.34511 -1.92320  0.093
H -2.06991 2.00568 0.74616  0.067
H 2.17619 1.43068 0.99541  0.062
H 0.71938 1.80609 1.93382  0.085
H -0.21424 -0.68433 -2.44364  0.093
H -0.78600 -1.61642 1.48555  0.113

Forces on atoms 1 to 6 (eV/Å):
0.2 0.1 -0.1
-1.3 -0.3 -0.9
-0.8 0.1 -0.4
1.4 1.2 1.1
0.3 -0.9 0.1
-0.2 -0.5 -0.3

***

DFT (the ωB97M-V functional and the def2-TZVPD basis) results for C2H4ClFN2 in the gas phase at a distorted geometry.

- SMILES: N/N=C/[C@@H](F)Cl
- E: -748.0507 hartree
- HOMO: -9.51 eV
- Multiplicity: 1
- Frontier orbital gap: 0.3683 hartree
- ΔE to the lowest compared entry with this formula, charge and spin: 325.7 kJ/mol

Last column: Löwdin charge in e.
Positions of all 10 atoms, in Å:
Cl -0.03321 0.23386 1.93990  0.630
F -1.24073 -1.21817 0.36701  0.026
N 0.13088 0.47404 -1.58200  -0.105
N 1.08341 0.69169 -2.53066  -0.044
C -0.59159 -0.11786 0.30639  -0.854
C 0.69330 -0.13405 -0.53648  -0.159
H 0.54246 0.69158 -3.45819  0.112
H -1.17796 0.71182 -0.09640  0.101
H 1.57338 -0.79520 -0.28668  0.142
H 1.68291 -0.26905 -2.27098  0.150

Forces on atoms 1 to 6 (eV/Å):
0.0 0.6 1.5
-2.0 -3.4 -0.3
4.0 -0.6 2.0
0.8 -3.5 -1.8
3.2 2.4 0.9
-6.0 0.5 -0.8

***

DFT (the ωB97M-V functional and the def2-TZVPD basis) results for C4H12N2S in the gas phase at a distorted geometry.

- SMILES: NC[C@H](N)CCS
- E: -667.2713 hartree
- HOMO: -9.01 eV
- Multiplicity: 1
- Frontier orbital gap: 0.3667 hartree
- ΔE to the lowest compared entry with this formula, charge and spin: 62.0 kJ/mol

Last column: Löwdin charge in e.
Positions of all 19 atoms, in Å:
S -1.96090 -0.99923 2.97334  0.682
N 1.73318 0.92043 0.05895  0.025
N 0.92594 0.08999 -2.61297  -0.013
C 0.36924 0.46793 -0.13223  -0.420
C -0.03656 -0.34876 1.11961  -0.262
C 0.14164 -0.33641 -1.43992  -0.239
C -1.55454 -0.34538 1.29216  -0.544
H 2.02689 1.44494 -0.76117  0.056
H -2.08800 -1.03658 0.64976  0.058
H 0.45149 0.18712 1.92860  0.103
H 1.00497 1.09195 -2.64331  0.053
H 0.30703 -1.36213 0.90370  0.107
H 0.28116 -1.38819 -1.19245  0.108
H 1.87526 -0.25113 -2.50968  0.057
H 2.53063 0.29376 0.11241  0.080
H -1.82242 0.69280 1.12094  0.076
H -3.03664 -0.23498 3.13974  -0.167
H -0.87113 -0.23639 -1.84043  0.108
H -0.27724 1.35027 -0.16704  0.131

Forces on atoms 1 to 6 (eV/Å):
0.1 0.5 -0.2
1.0 1.3 -0.7
0.6 -1.0 0.5
-0.1 -1.0 0.1
-0.4 0.3 -1.6
-0.5 0.7 -0.5

***

DFT (the ωB97M-V functional and the def2-TZVPD basis) results for C4H9NO2 in the gas phase at a distorted geometry.

- SMILES: C[C@@H](O)[C@H](N)C=O
- E: -363.0211 hartree
- HOMO: -9.92 eV
- Multiplicity: 1
- Frontier orbital gap: 0.3959 hartree
- ΔE to the lowest compared entry with this formula, charge and spin: 169.2 kJ/mol

Last column: Löwdin charge in e.
Positions of all 16 atoms, in Å:
O -1.53644 0.41053 -0.47749  -0.032
O -1.15244 -1.91072 1.26921  0.064
N 0.90336 -0.90178 -1.24387  0.052
C -0.40249 0.57852 0.36325  -0.408
C -0.10266 -1.88166 0.68490  -0.216
C 0.55950 -0.61320 0.18528  -0.310
C 0.29411 1.91126 0.05787  -0.026
H 1.49816 -0.41940 0.70604  0.145
H 0.41516 -2.83736 0.47993  0.132
H -2.16872 -0.07020 0.06969  0.091
H 0.83513 -0.00724 -1.73308  0.066
H -0.72417 0.52880 1.40310  0.138
H 0.10573 -1.39660 -1.64414  0.073
H 1.17946 1.70059 -0.54666  0.069
H 0.69323 2.38780 0.94521  0.078
H -0.39692 2.52067 -0.51923  0.085

Forces on atoms 1 to 6 (eV/Å):
0.0 0.1 0.2
-0.3 0.1 0.1
-0.6 0.4 0.3
0.6 -0.1 0.4
0.4 -0.2 0.4
-0.5 -0.2 -1.1

***

DFT (the ωB97M-V functional and the def2-TZVPD basis) results for a molecular structure, C18H21IN7O8Y at a distorted geometry.

- E: -2019.2970 hartree
- HOMO (spin up / spin down): 1.28 / 1.30 eV
- Multiplicity: 1
- Frontier orbital gap (spin up / spin down): 0.0914 / 0.0908 hartree
- Charge: -2

Last column: Löwdin charge in e.
Positions of all 56 atoms, in Å:
I 0.09355 3.74359 -1.67547  1.172
Y 1.08390 -1.36831 -0.94990  1.522
O -2.91092 -2.37043 -0.30268  -0.073
O 0.57462 0.70120 -1.38649  -0.408
O 0.51584 -1.24864 1.17020  -0.151
O 0.06012 -7.08799 2.93437  -0.030
O 2.95329 -2.30801 0.07991  -0.246
O -1.97601 -6.68258 2.21062  -0.036
O -1.01657 -1.91762 -1.37532  -0.229
O 3.74898 -3.38706 1.82108  -0.065
N 1.34589 1.70618 1.94700  -0.111
N -2.59718 1.97724 -2.95776  -0.185
N 2.89278 0.80416 0.69576  -0.116
N -0.77425 -6.36056 2.35898  -0.370
N -1.66980 -2.40416 -0.34455  -0.374
N -2.59535 1.09370 -1.00140  -0.122
N 2.77804 -3.03315 1.15334  -0.400
C 2.39512 1.40801 2.75251  -0.089
C 1.61462 1.35205 0.65381  -0.317
C -2.38014 2.87299 -4.06143  -0.106
C -0.34108 -5.07673 1.83346  -0.189
C 0.07377 2.27367 2.30999  -0.054
C -1.31188 -4.31666 1.17199  0.047
C 0.36212 -2.54245 1.10362  -0.379
C 3.77871 0.72339 -0.44896  -0.061
C 0.90148 5.54341 -1.95352  -0.764
C 1.01416 -4.68872 1.93831  0.053
C 0.55431 0.89980 -0.11712  -0.459
C -2.46281 0.91459 0.42351  -0.073
C -2.03680 2.10550 -1.73507  -0.283
C -3.46904 0.33623 -1.78487  -0.075
C 3.37757 0.87151 1.97911  -0.091
C -3.46457 0.88132 -3.01574  -0.086
C -0.88819 -3.10396 0.63980  -0.114
C 1.42699 -3.45013 1.42916  -0.107
H 4.29775 1.69248 -0.56462  0.078
H -2.34920 -4.63335 1.03118  0.119
H -0.25876 2.86031 1.44503  0.056
H 3.20984 0.54142 -1.37114  0.062
H -3.09639 2.60740 -4.84341  0.072
H 0.17229 2.92354 3.18327  0.073
H 0.48404 6.14775 -1.13601  -0.031
H -3.99052 0.58919 -3.90416  0.090
H -1.36009 2.77044 -4.44786  0.065
H 2.43216 1.60202 3.81307  0.096
H -0.66698 1.49284 2.52707  0.082
H 4.37722 0.55177 2.23876  0.101
H -4.00021 -0.51524 -1.40126  0.095
H 0.69851 5.94225 -2.95979  -0.019
H 4.51825 -0.07805 -0.29911  0.082
H 1.71729 -5.35010 2.43322  0.110
H -2.62037 1.87095 0.94086  0.081
H 1.98402 5.48610 -1.82000  -0.032
H -3.21318 0.17738 0.72966  0.081
H -2.53732 3.91291 -3.75334  0.071
H -1.44964 0.54661 0.66233  0.040

Forces on atoms 1 to 6 (eV/Å):
-1.4 -1.9 0.1
-0.1 1.5 0.3
-1.5 -0.2 -0.1
1.3 -1.5 -3.7
-0.2 -1.2 0.4
-0.8 0.3 -0.4